[1]
DFT (wB97M-V/def2-TZVPD) results for a molecular structure, C36H33IrN11OSe in a non-equilibrium geometry.

```
! wB97M-V def2-TZVPD RIJCOSX def2/J DEFGRID3
* xyz 2 2
Ir -0.597 1.871 0.185
C -2.624 -0.500 4.934
N -1.772 0.362 4.163
C -1.934 0.738 2.895
N -0.830 1.335 2.467
C -0.013 1.308 3.546
N -0.558 0.717 4.573
C -2.419 -1.954 4.555
C -3.394 -2.882 4.910
C -3.236 -4.226 4.610
C -2.111 -4.661 3.938
C -1.133 -3.734 3.571
C -1.286 -2.382 3.885
C 0.028 -4.198 2.856
N 0.306 -5.434 2.537
N 1.434 -5.442 1.871
C 1.859 -4.211 1.775
O 0.993 -3.368 2.393
C 3.026 -3.735 1.082
C 3.787 -4.601 0.292
C 4.876 -4.105 -0.397
C 5.193 -2.755 -0.336
C 4.433 -1.889 0.441
C 4.716 -0.402 0.470
N 3.543 0.322 0.039
C 2.454 0.673 0.725
N 1.576 1.239 -0.098
C 2.205 1.204 -1.302
N 3.385 0.657 -1.238
C 3.368 -2.387 1.171
H -3.668 -0.215 4.775
H -2.383 -0.352 5.991
H -2.828 0.585 2.327
H 0.966 1.736 3.578
H -4.279 -2.548 5.428
H -3.999 -4.930 4.897
H -1.959 -5.702 3.704
H -0.496 -1.696 3.612
H 3.508 -5.641 0.237
H 5.480 -4.767 -0.995
H 6.037 -2.375 -0.890
H 5.513 -0.153 -0.233
H 4.996 -0.079 1.476
H 2.318 0.542 1.780
H 1.789 1.591 -2.207
H 2.788 -1.743 1.816
C 0.296 4.833 -0.527
C -0.713 4.931 -1.676
C -0.203 4.238 -2.907
C 0.436 4.988 -3.872
C 0.896 4.403 -5.048
C 0.743 3.040 -5.247
C 0.117 2.236 -4.311
C 0.154 0.747 -4.520
C -0.747 0.270 -5.664
C -0.406 2.846 -3.130
N -1.048 2.093 -2.192
C -1.976 1.227 -2.503
C -2.397 0.245 -1.606
C -3.462 -0.685 -1.723
C -3.416 -1.470 -0.598
C -2.318 -1.007 0.172
N -1.716 0.010 -0.422
H 0.020 5.510 0.276
H 1.306 5.068 -0.857
H 0.304 3.804 -0.101
H -0.869 5.987 -1.909
H -1.667 4.513 -1.354
H 0.553 6.052 -3.723
H 1.384 5.005 -5.797
H 1.144 2.581 -6.138
H -0.103 0.205 -3.606
H 1.184 0.487 -4.785
H -1.801 0.375 -5.423
H -0.545 -0.781 -5.854
H -0.549 0.830 -6.572
H -2.471 1.267 -3.473
H -4.152 -0.747 -2.538
H -4.071 -2.278 -0.333
H -1.958 -1.427 1.097
Se -5.204 2.964 0.177
C -3.487 2.943 0.386
N -2.315 2.886 0.491
*
```

Its LUMO energy (alpha / beta) is -7.90 / -9.57 eV. Its energy relative to the best compared isomer or geometry (same formula, charge and spin) is 2.081 eV. As for the HOMO-LUMO gap (alpha / beta): 4.7 / 3.0 eV. The HOMO energy (alpha / beta) comes out at -12.556 / -12.556 eV.

These are the Löwdin partial charges, in e, on atoms 1 to 8: 1.311 -0.058 -0.114 -0.139 -0.016 -0.179 0.156 -0.194


[2]
DFT (wB97M-V/def2-TZVPD) results for a molecular structure, C24H58P2Si4TeW in a non-equilibrium geometry.

```
! wB97M-V def2-TZVPD RIJCOSX def2/J DEFGRID3
* xyz 2 3
P -0.229 -1.954 -5.243
P 0.085 1.691 -5.373
C -0.532 -0.782 -6.645
C 0.352 0.479 -6.724
H -1.602 -0.522 -6.589
H -0.378 -1.398 -7.541
H 1.429 0.236 -6.748
H 0.117 1.032 -7.645
C -1.530 2.426 -5.793
H -1.851 3.122 -5.004
H -2.285 1.634 -5.916
H -1.446 2.984 -6.738
C 1.327 3.012 -5.531
H 1.086 3.682 -6.366
H 2.325 2.579 -5.699
H 1.345 3.613 -4.606
C -1.351 -3.312 -5.725
H -1.332 -4.101 -4.959
H -1.023 -3.725 -6.691
H -2.374 -2.920 -5.824
C 1.399 -2.647 -5.731
H 2.182 -1.878 -5.734
H 1.311 -3.071 -6.739
H 1.682 -3.448 -5.035
W 0.361 -0.630 -0.922
C 1.341 1.374 -1.332
C -0.060 1.502 -1.236
C -1.081 1.419 -2.324
C -1.747 0.039 -2.660
C -0.907 -1.192 -2.560
C 0.524 -1.283 -2.959
C 1.295 -0.080 -3.437
C 2.125 0.763 -2.443
C 2.061 -1.480 -0.166
H 1.912 1.731 -0.474
H -0.449 1.910 -0.301
H -0.730 1.904 -3.258
H -1.921 2.057 -1.994
H -2.627 -0.088 -2.002
H -2.202 0.107 -3.671
H -1.460 -2.131 -2.535
H 0.963 -2.276 -3.086
H 0.547 0.614 -3.968
H 1.967 -0.411 -4.250
H 2.936 0.145 -2.031
H 2.660 1.537 -3.030
H 2.717 -0.759 0.346
H 2.606 -1.913 -1.020
H 1.793 -2.282 0.538
C 2.981 0.317 3.521
Si 1.545 1.177 4.385
C 1.853 1.157 6.252
C 1.404 2.965 3.807
Si -0.404 0.042 3.717
Te -1.122 -0.569 1.151
Si -0.279 -2.092 4.654
C -0.120 -2.153 6.535
C -1.875 -2.965 4.160
C 1.235 -2.917 3.891
Si -2.096 1.138 4.927
C -1.938 1.127 6.814
C -2.116 2.932 4.349
C -3.710 0.273 4.484
H 3.831 1.015 3.493
H 2.736 0.039 2.486
H 3.299 -0.589 4.054
H 2.845 1.601 6.432
H 1.122 1.755 6.812
H 1.866 0.146 6.678
H 1.020 3.028 2.780
H 0.754 3.568 4.452
H 2.408 3.415 3.821
H -0.979 -1.708 7.051
H -0.070 -3.213 6.830
H 0.791 -1.666 6.905
H -2.142 -2.772 3.113
H -1.725 -4.048 4.283
H -2.721 -2.662 4.791
H 1.298 -2.753 2.807
H 2.170 -2.559 4.344
H 1.165 -4.001 4.067
H -0.957 1.457 7.176
H -2.688 1.823 7.222
H -2.145 0.138 7.243
H -2.077 2.997 3.253
H -3.054 3.401 4.682
H -1.283 3.518 4.755
H -3.799 0.124 3.400
H -3.809 -0.705 4.975
H -4.546 0.907 4.815
*
```

Its LUMO energy (alpha / beta) is -7.44 / -7.98 eV. Its energy relative to the best compared isomer or geometry (same formula, charge and spin) is 2.795 eV. As for the HOMO-LUMO gap (alpha / beta): 5.1 / 4.8 eV. The HOMO energy (alpha / beta) comes out at -12.572 / -12.783 eV.

These are the Löwdin partial charges, in e, on atoms 1 to 8: 0.988 0.860 -0.358 -0.367 0.082 0.098 0.087 0.098


[3]
DFT (wB97M-V/def2-TZVPD) results for 8 unconnected molecules or ions with the total composition C33H78BClFNO26S7 in a non-equilibrium geometry.

```
! wB97M-V def2-TZVPD RIJCOSX def2/J DEFGRID3
* xyz 0 1
C 1.115 2.159 6.079
O 1.958 2.360 4.890
B 1.051 2.435 3.771
O 0.504 3.758 3.534
C 0.696 1.147 2.792
C 1.783 0.030 3.145
C 1.485 -1.435 2.561
C 1.709 -2.594 3.666
F 3.153 -2.732 3.812
C -0.753 0.650 3.250
C -1.969 1.620 2.903
C -3.256 1.246 3.825
C -3.580 -0.322 3.822
N -4.989 -0.668 4.191
C -5.163 -2.072 3.749
C -3.981 -3.165 3.862
O -6.241 -2.445 3.230
O 0.777 1.693 1.444
C 0.375 0.796 0.449
O -0.768 0.447 0.154
Cl 1.732 0.090 -0.589
H 0.103 2.678 5.981
H 1.678 2.594 6.978
H 0.982 1.022 6.207
H 0.022 3.779 2.683
H 2.803 0.371 2.733
H 1.950 -0.114 4.276
H 2.306 -1.639 1.776
H 0.498 -1.546 2.005
H 1.362 -3.619 3.275
H 1.225 -2.350 4.665
H -1.039 -0.395 2.891
H -0.716 0.574 4.404
H -1.787 2.727 3.082
H -2.358 1.530 1.826
H -4.170 1.871 3.503
H -2.989 1.558 4.896
H -2.835 -0.802 4.558
H -3.329 -0.720 2.766
H -5.600 -0.127 3.551
H -4.385 -4.218 3.745
H -3.200 -3.008 3.031
H -3.410 -3.069 4.854
O 0.905 0.109 -7.782
S 1.806 -0.476 -6.824
O 1.691 -1.852 -6.416
O 1.851 0.456 -5.506
C 0.623 0.748 -4.836
C 0.111 -0.445 -4.051
C 3.470 -0.196 -7.359
H -0.128 1.105 -5.548
H 0.826 1.570 -4.144
H -0.171 -1.263 -4.717
H -0.769 -0.175 -3.463
H 0.884 -0.826 -3.381
H 3.582 0.850 -7.638
H 3.653 -0.838 -8.222
H 4.150 -0.461 -6.550
O -4.049 2.971 -2.384
S -3.238 3.262 -1.233
O -3.706 3.016 0.107
O -2.719 4.790 -1.329
C -3.688 5.831 -1.463
C -4.418 6.095 -0.159
C -1.666 2.473 -1.423
H -4.390 5.599 -2.270
H -3.146 6.734 -1.758
H -5.029 5.238 0.131
H -5.079 6.960 -0.253
H -3.708 6.274 0.651
H -1.282 2.681 -2.420
H -1.815 1.403 -1.293
H -0.989 2.847 -0.657
O 7.872 -0.856 0.411
S 6.966 -1.951 0.196
O 5.542 -1.803 0.363
O 7.462 -3.223 1.060
C 7.630 -3.055 2.470
C 6.294 -3.003 3.186
C 7.265 -2.633 -1.411
H 8.231 -2.166 2.682
H 8.195 -3.918 2.831
H 5.730 -2.113 2.901
H 6.433 -2.978 4.269
H 5.683 -3.870 2.925
H 8.335 -2.784 -1.539
H 6.894 -1.919 -2.147
H 6.723 -3.573 -1.502
O -4.178 -3.265 -1.999
S -4.202 -3.783 -0.657
O -3.113 -3.566 0.260
O -4.526 -5.365 -0.712
C -3.680 -6.205 -1.499
C -2.336 -6.439 -0.831
C -5.700 -3.268 0.132
H -3.555 -5.791 -2.504
H -4.195 -7.163 -1.608
H -1.761 -5.514 -0.769
H -1.745 -7.164 -1.394
H -2.473 -6.804 0.190
H -6.538 -3.458 -0.535
H -5.616 -2.199 0.335
H -5.812 -3.813 1.068
O -0.822 5.662 -10.629
S 0.441 5.166 -11.106
O 0.533 4.301 -12.253
O 1.238 4.487 -9.876
C 0.599 3.436 -9.147
C 0.575 2.137 -9.929
C 1.535 6.535 -11.358
H -0.410 3.737 -8.848
H 1.176 3.289 -8.230
H -0.053 2.224 -10.818
H 0.179 1.327 -9.320
H 1.579 1.872 -10.267
H 1.504 7.180 -10.482
H 1.190 7.077 -12.239
H 2.542 6.155 -11.529
O 0.130 3.447 8.738
S -1.156 3.249 9.352
O -2.296 2.802 8.597
O -1.561 4.584 10.166
C -1.595 5.826 9.462
C -2.811 5.931 8.560
C -0.964 2.179 10.750
H -0.669 5.972 8.897
H -1.640 6.617 10.215
H -2.765 5.201 7.750
H -2.876 6.925 8.111
H -3.726 5.734 9.122
H -0.126 2.526 11.350
H -0.767 1.175 10.372
H -1.888 2.183 11.326
O 3.449 -6.775 -1.942
S 2.605 -5.654 -1.626
O 1.352 -5.819 -0.936
O 2.351 -4.791 -2.968
C 1.798 -5.451 -4.108
C 0.316 -5.733 -3.934
C 3.560 -4.444 -0.756
H 2.352 -6.368 -4.327
H 1.935 -4.781 -4.961
H 0.144 -6.456 -3.135
H -0.111 -6.141 -4.853
H -0.220 -4.820 -3.666
H 4.496 -4.282 -1.286
H 3.756 -4.831 0.244
H 2.984 -3.522 -0.689
*
```

Its LUMO energy is 0.11 eV. As for the HOMO-LUMO gap: 9.9 eV. The HOMO energy comes out at -9.764 eV. Its SMILES is COB(O)[C@@](CCCF)(CCCCNC(C)=O)OC(=O)Cl.CCOS(C)(=O)=O.CCOS(C)(=O)=O.CCOS(C)(=O)=O.CCOS(C)(=O)=O.CCOS(C)(=O)=O.CCOS(C)(=O)=O.CCOS(C)(=O)=O.

These are the Löwdin partial charges, in e, on atoms 1 to 8: -0.071 -0.034 -0.448 0.124 -0.299 -0.098 -0.165 -0.138


[4]
DFT (wB97M-V/def2-TZVPD) results for a molecular structure, C27H19N9O5S4V.

```
! wB97M-V def2-TZVPD RIJCOSX def2/J DEFGRID3
* xyz -2 4
V -0.370 0.036 -0.424
S -2.104 -0.610 -1.938
S -2.255 0.848 -3.449
S -1.520 0.143 -5.236
S 0.556 0.327 -5.372
O 3.891 -5.490 -1.396
C 2.803 -5.518 -0.787
O 2.199 -6.483 -0.286
C 2.039 -4.184 -0.780
C 2.162 -3.272 -1.821
C 1.490 -2.064 -1.771
N 0.748 -1.708 -0.718
C 0.603 -2.593 0.286
C 1.204 -3.833 0.278
C -0.287 -2.127 1.436
O -0.413 -2.815 2.433
O -0.842 -0.966 1.238
H 2.794 -3.512 -2.665
H 1.522 -1.357 -2.595
H 1.035 -4.519 1.094
C -2.100 4.514 2.488
N -2.083 3.316 1.684
C -1.090 2.789 0.963
N -1.507 1.708 0.343
C -2.808 1.604 0.734
N -3.202 2.560 1.540
C -2.426 5.773 1.721
C -3.256 6.734 2.282
C -3.533 7.920 1.611
C -2.985 8.156 0.363
C -2.160 7.189 -0.206
C -1.882 6.007 0.463
C -1.581 7.437 -1.538
N -1.717 8.471 -2.290
N -0.966 8.198 -3.454
C -0.456 7.027 -3.279
O -0.795 6.478 -2.083
C 0.398 6.256 -4.192
C 0.636 6.773 -5.459
C 1.413 6.040 -6.343
C 1.938 4.818 -5.959
C 1.716 4.304 -4.682
C 2.321 2.966 -4.351
N 1.999 2.453 -3.039
C 0.842 1.929 -2.643
N 1.005 1.331 -1.472
C 2.332 1.504 -1.215
N 2.978 2.175 -2.133
C 0.935 5.034 -3.800
H -1.122 4.607 2.966
H -2.842 4.352 3.267
H -0.096 3.204 0.912
H -3.433 0.798 0.387
H -3.700 6.550 3.253
H -4.187 8.656 2.059
H -3.192 9.067 -0.180
H -1.255 5.262 -0.009
H 0.202 7.721 -5.742
H 1.595 6.418 -7.341
H 2.521 4.236 -6.663
H 3.409 3.022 -4.392
H 1.955 2.223 -5.077
H -0.087 1.979 -3.191
H 2.819 1.100 -0.342
H 0.734 4.645 -2.811
*
```

Its LUMO energy (alpha / beta) is 2.90 / 2.90 eV. Its energy relative to the best compared isomer or geometry (same formula, charge and spin) is 1.423 eV. As for the HOMO-LUMO gap (alpha / beta): 4.4 / 4.5 eV. The HOMO energy (alpha / beta) comes out at -1.519 / -1.605 eV.

These are the Löwdin partial charges, in e, on atoms 1 to 8: 0.457 0.005 -0.189 -0.240 -0.184 -0.066 -0.715 -0.053


[5]
DFT (wB97M-V/def2-TZVPD) results for H3ISi in the gas phase in a non-equilibrium geometry.

```
! wB97M-V def2-TZVPD RIJCOSX def2/J DEFGRID3
* xyz 0 3
Si 0.143 -0.026 -0.255
I -1.155 0.194 1.942
H -0.031 -1.354 -0.500
H -0.625 0.975 -1.122
H 1.667 0.211 -0.065
*
```

Its LUMO energy (alpha / beta) is 0.72 / -4.15 eV. Its energy relative to the best compared isomer or geometry (same formula, charge and spin) is 0.455 eV. As for the HOMO-LUMO gap (alpha / beta): 5.5 / 6.4 eV. The HOMO energy (alpha / beta) comes out at -4.826 / -10.590 eV.

The computed Löwdin charges, all in e, follow: 0.070 0.423 -0.223 -0.131 -0.140


[6]
DFT (wB97M-V/def2-TZVPD) results for a gas-phase ion, C3H6NO2 (charge -1) in a non-equilibrium geometry.

```
! wB97M-V def2-TZVPD RIJCOSX def2/J DEFGRID3
* xyz -1 1
O 0.296 -2.593 -0.414
C -0.562 -1.764 -0.595
C -0.771 -0.324 0.004
N -0.028 0.815 -0.391
C 0.990 1.408 0.597
O 1.716 0.497 1.201
H -1.447 -2.194 -1.106
H -1.855 -0.201 -0.199
H -0.812 -0.487 1.078
H 0.504 0.549 -1.209
H 1.589 2.141 -0.108
H 0.379 2.153 1.142
*
```

Its LUMO energy is 4.05 eV. Its energy relative to the best compared isomer or geometry (same formula, charge and spin) is 3.426 eV. As for the HOMO-LUMO gap: 6.6 eV. The HOMO energy comes out at -2.580 eV. Its SMILES is O=CCNC[O-].

These are the Löwdin partial charges, in e, on atoms 1 to 8: 0.018 -0.248 -0.262 -0.091 -0.587 -0.308 0.087 0.078